The following is a quantum chemistry calculation of a cluster of 19 separate species, C31H92BClN2O23 in total, from OMol25.

CARTESIAN COORDINATES (ANGSTROEM)
C  2.67  -2.55  -0.94
C  3.67  -2.47  -2.20
O  3.58  -1.25  -2.97
C  4.18  -0.12  -2.29
C  3.17  0.70  -1.35
C  2.95  2.23  -1.78
C  1.39  2.59  -1.61
C  0.45  2.09  -2.86
C  -0.70  1.08  -2.42
C  -1.74  1.65  -1.36
Cl  -1.70  3.34  -0.70
C  -2.88  0.67  -0.89
C  -2.80  -0.76  -1.57
C  -3.92  -1.81  -1.08
B  -4.76  -2.44  -2.32
O  -6.03  -3.08  -2.04
O  -4.35  -2.41  -3.71
N  -1.83  -1.16  -2.51
N  -0.92  -0.27  -2.86
C  0.08  -0.77  -3.92
O  0.72  -1.81  -3.63
O  0.21  -0.14  -5.16
H  2.40  -3.63  -0.63
H  3.23  -2.07  -0.05
H  1.71  -1.92  -1.08
H  3.37  -3.33  -2.91
H  4.78  -2.69  -1.91
H  5.11  -0.44  -1.71
H  4.54  0.61  -3.11
H  3.46  0.64  -0.24
H  2.14  0.18  -1.45
H  3.59  2.90  -1.08
H  3.25  2.48  -2.86
H  0.97  2.25  -0.59
H  1.30  3.75  -1.62
H  -0.07  3.01  -3.31
H  1.16  1.70  -3.66
H  -3.68  0.95  -0.13
H  -4.59  -1.30  -0.29
H  -3.38  -2.66  -0.50
H  -6.43  -3.40  -2.88
H  -3.52  -2.95  -3.80
C  4.84  3.74  -5.39
O  5.48  3.02  -4.35
H  3.90  3.24  -5.63
H  4.63  4.76  -5.06
H  5.48  3.75  -6.27
H  6.31  3.48  -4.15
C  3.52  -3.87  -6.07
O  4.35  -3.11  -5.20
H  4.11  -4.68  -6.50
H  2.68  -4.29  -5.51
H  3.15  -3.23  -6.87
H  3.81  -2.40  -4.83
C  1.01  -2.48  2.61
O  1.60  -1.21  2.39
H  1.37  -3.17  1.86
H  1.28  -2.84  3.60
H  -0.08  -2.39  2.54
H  1.26  -0.61  3.07
C  -3.61  -0.52  3.10
O  -2.89  -0.46  1.87
H  -4.15  -1.46  3.15
H  -2.92  -0.44  3.94
H  -4.33  0.31  3.14
H  -2.43  0.38  1.85
C  -1.00  0.36  5.76
O  -0.27  0.43  4.54
H  -1.54  -0.59  5.80
H  -0.31  0.42  6.61
H  -1.72  1.18  5.81
H  0.19  1.29  4.54
C  -6.46  -6.79  -0.97
O  -7.51  -6.03  -1.54
H  -6.77  -7.84  -0.90
H  -5.57  -6.72  -1.60
H  -6.23  -6.42  0.03
H  -7.21  -5.12  -1.59
C  -6.36  2.36  4.66
O  -5.83  1.69  3.52
H  -6.30  1.68  5.52
H  -5.77  3.25  4.87
H  -7.40  2.63  4.48
H  -5.89  2.31  2.78
C  -4.42  -3.67  5.45
O  -4.06  -2.35  5.84
H  -3.70  -4.37  5.85
H  -5.42  -3.91  5.84
H  -4.43  -3.74  4.36
H  -4.71  -1.75  5.47
C  6.18  -5.29  -2.76
O  5.87  -3.91  -2.88
H  6.47  -5.50  -1.73
H  5.30  -5.89  -3.02
H  7.01  -5.53  -3.43
H  5.61  -3.75  -3.80
C  2.52  6.33  -3.29
O  3.16  5.62  -2.24
H  1.58  5.83  -3.53
H  2.31  7.35  -2.96
H  3.16  6.35  -4.17
H  3.98  6.08  -2.04
C  2.35  2.17  -8.45
O  2.40  1.82  -7.08
H  3.14  2.89  -8.66
H  2.51  1.28  -9.07
H  1.38  2.62  -8.69
H  1.69  1.18  -6.93
C  -3.56  5.54  2.33
O  -3.16  4.19  2.52
H  -4.23  5.82  3.15
H  -2.69  6.19  2.34
H  -4.09  5.64  1.38
H  -2.57  3.97  1.79
C  0.56  4.00  2.97
O  1.21  3.27  4.00
H  -0.38  3.50  2.73
H  0.37  5.02  3.31
H  1.20  4.01  2.08
H  2.04  3.72  4.19
C  -2.68  1.41  9.00
O  -2.35  2.12  7.81
H  -3.66  0.96  8.88
H  -1.94  0.62  9.17
H  -2.69  2.10  9.85
H  -1.48  2.51  7.94
C  9.40  2.67  -4.83
O  9.15  3.91  -4.18
H  8.89  2.66  -5.79
H  10.47  2.54  -4.99
H  9.02  1.85  -4.21
H  9.61  3.88  -3.33
C  0.80  -6.25  2.18
O  1.56  -6.05  3.36
H  1.39  -5.91  1.32
H  0.57  -7.31  2.06
H  -0.12  -5.67  2.23
H  1.01  -6.36  4.10
C  -7.64  -7.53  2.92
O  -7.27  -6.21  3.30
H  -6.91  -8.23  3.33
H  -8.63  -7.76  3.32
H  -7.65  -7.61  1.83
H  -7.93  -5.61  2.93
C  1.06  7.95  4.60
O  1.60  7.30  3.45
H  1.12  7.27  5.45
H  1.65  8.85  4.82
H  0.02  8.22  4.42
H  1.54  7.93  2.72

Computed properties:
Multiplicity: 1
HOMO energy: -8.33 eV
Gap between HOMO and LUMO: 6.9 eV
Net charge: 0